{"formula": "C5H8O3", "method": "wB97M-V/def2-TZVPD", "e_above_lowest_ev": 3.161, "fmax_ev_per_a": 3.70, "charge": 0, "lumo_ev": 0.32, "symbols": ["H", "O", "H", "C", "H", "C", "H", "C", "O", "H", "H", "H", "O", "C", "H", "C"], "xyz": [[-1.911, 0.971, -1.608], [-2.228, -0.828, -0.220], [0.968, 1.287, 2.197], [-0.052, -0.098, 0.881], [0.301, 2.016, 0.742], [0.913, -0.564, -0.097], [0.751, -1.540, -2.008], [0.121, 1.262, 1.507], [1.921, 0.238, -0.401], [2.327, -0.033, -1.237], [-0.790, 1.529, 2.044], [-0.097, -2.390, -0.638], [-1.021, 0.810, -1.267], [0.332, -1.471, -1.010], [-0.395, -0.883, 1.550], [-1.141, -0.306, -0.435]]}



{"formula": "C25H53AlNO12", "method": "wB97M-V/def2-TZVPD", "fmax_ev_per_a": 4.19, "charge": -1, "lumo_ev": 2.06, "symbols": ["H", "C", "H", "C", "H", "H", "H", "H", "H", "H", "H", "C", "C", "O", "O", "H", "O", "O", "H", "Al", "H", "C", "C", "H", "C", "C", "H", "O", "H", "H", "H", "C", "C", "H", "H", "C", "H", "H", "C", "H", "H", "O", "C", "H", "H", "H", "O", "H", "C", "H", "C", "H", "C", "O", "C", "C", "H", "C", "H", "H", "O", "H", "H", "H", "H", "C", "H", "H", "H", "C", "H", "H", "O", "H", "H", "H", "H", "H", "C", "O", "H", "H", "H", "C", "C", "H", "H", "H", "H", "O", "N", "C"], "xyz": [[-2.893, -0.516, -0.484], [-5.276, 6.788, 2.186], [-0.300, -2.386, -4.398], [-0.999, 4.546, 0.316], [-2.486, -5.410, -8.060], [-1.920, 3.964, 0.396], [-5.708, 6.120, 1.438], [4.052, 0.142, 3.860], [-4.125, 1.119, -1.537], [-0.828, 4.964, 2.442], [0.845, -3.944, -0.034], [6.911, 1.490, 6.994], [7.044, -0.774, 7.602], [-3.348, 4.983, 2.340], [-0.404, 2.029, -2.602], [-4.695, -3.542, -9.058], [-2.266, -1.460, -6.666], [-1.883, 6.492, 1.482], [-5.322, 6.335, 3.178], [-0.862, -3.299, -1.954], [8.339, -3.051, 8.156], [-0.031, -3.198, -0.088], [3.360, 1.014, 4.124], [-3.265, -3.987, -9.975], [-3.899, 0.995, -2.646], [0.588, -1.746, 0.294], [-0.159, 3.851, 0.272], [2.558, 1.466, 3.016], [2.755, -1.952, 0.924], [-0.180, -1.043, 0.753], [-0.465, -0.438, -1.963], [-2.775, 2.019, -3.160], [-3.118, -2.459, -6.935], [-3.421, -3.840, -2.355], [8.468, 2.975, 7.185], [-3.949, -4.328, -9.193], [0.100, 6.033, 1.399], [6.374, 2.069, 6.239], [-2.892, -0.295, -6.133], [6.729, -2.953, 8.945], [-3.037, -1.224, 1.030], [-1.035, 0.159, -3.899], [1.726, -2.010, 1.411], [-3.500, -3.428, 0.143], [2.623, 0.596, 4.909], [1.654, -3.049, 1.893], [7.386, -0.512, 8.730], [-3.867, -4.901, -7.098], [-3.077, 6.086, 1.933], [-3.505, -0.536, -5.263], [-2.882, -2.889, -2.003], [8.842, 1.660, 6.045], [-1.299, 1.385, -3.210], [-3.936, 7.116, 1.827], [-0.848, 5.498, 1.487], [0.058, -2.110, -3.347], [0.984, -0.090, -3.105], [-0.067, -0.540, -3.039], [-0.697, -4.823, -2.475], [0.585, -0.798, 2.922], [-2.425, -3.453, -7.513], [-3.063, -2.077, -2.789], [6.430, 1.691, 7.955], [3.263, 0.166, 1.416], [3.963, 1.828, 4.638], [-3.492, -2.523, -0.559], [-1.053, 5.099, -0.625], [-0.755, -3.504, 0.753], [-4.606, -2.218, -0.673], [2.331, 0.421, 2.044], [-3.584, -0.083, -2.867], [-4.870, 1.192, -3.220], [6.769, 0.110, 6.632], [2.280, -1.404, 3.474], [-3.494, 0.190, -6.906], [6.975, -4.001, 7.539], [1.116, -1.308, -0.613], [8.928, 1.370, 7.774], [7.258, -3.052, 7.996], [-4.306, -2.453, -6.719], [-5.854, 7.714, 2.200], [-3.016, 2.408, -4.204], [-2.109, 0.393, -5.821], [-3.195, -4.594, -7.903], [1.689, -0.923, 2.623], [-4.459, -5.231, -9.535], [1.179, -2.372, -3.312], [-2.749, 2.888, -2.408], [1.571, 0.845, 1.288], [6.901, -2.008, 7.092], [-2.753, -1.379, 0.055], [8.371, 1.903, 7.001]]}



{"formula": "C7H11N", "method": "wB97M-V/def2-TZVPD", "e_above_lowest_ev": 5.137, "fmax_ev_per_a": 5.69, "charge": 0, "lumo_ev": 1.01, "symbols": ["C", "C", "H", "H", "H", "H", "C", "H", "H", "C", "H", "N", "H", "H", "H", "C", "H", "C", "C"], "xyz": [[0.829, 0.861, 0.870], [0.669, -0.537, -0.958], [0.104, 2.835, -0.298], [0.922, -0.718, -2.030], [1.664, -2.155, -0.019], [1.358, 1.390, 1.676], [-0.539, -0.975, -0.171], [-2.812, -1.140, 0.218], [-0.482, -2.087, -0.270], [0.970, 0.887, -0.668], [0.318, -1.042, 1.834], [1.728, -1.172, 0.077], [-1.892, 0.171, 1.009], [1.820, 1.399, -1.115], [-2.197, 0.303, -0.823], [-1.863, -0.378, -0.033], [-1.069, 1.259, -0.107], [0.565, -0.608, 0.887], [-0.091, 1.707, -0.082]]}



{"formula": "C18H48BF4N2O10", "method": "wB97M-V/def2-TZVPD", "fmax_ev_per_a": 4.14, "charge": 0, "lumo_ev": [-1.02, -5.96], "spin_multiplicity": 2, "s_squared": 0.754, "symbols": ["H", "C", "H", "N", "H", "H", "O", "C", "H", "H", "F", "H", "H", "C", "O", "H", "O", "C", "H", "N", "C", "H", "H", "C", "H", "H", "C", "C", "O", "H", "F", "F", "H", "H", "O", "O", "H", "H", "H", "H", "C", "F", "H", "H", "H", "C", "C", "H", "H", "H", "H", "C", "H", "C", "H", "H", "O", "H", "O", "H", "O", "C", "H", "C", "H", "C", "H", "C", "H", "H", "H", "B", "H", "H", "H", "H", "H", "H", "O", "H", "C", "H", "H"], "xyz": [[-4.029, 7.868, -0.094], [4.276, -0.930, -2.643], [-0.196, 1.036, -1.355], [5.365, -1.839, -2.902], [-5.746, 7.634, 0.153], [2.184, -0.839, -2.291], [-2.215, 1.223, -1.715], [-5.655, 0.338, 1.380], [-5.607, -0.592, 0.814], [4.830, -2.493, -3.456], [-0.843, -2.273, -0.455], [-1.434, 2.287, 0.639], [-5.739, -1.564, 5.561], [2.949, -1.592, -2.109], [-3.374, 0.599, 1.677], [-2.667, 0.160, 1.198], [-2.929, -1.608, 3.382], [-0.895, 1.865, -1.472], [3.051, -1.872, -1.060], [-1.347, 3.996, -0.472], [-2.708, 4.252, -0.031], [-3.168, -0.157, -2.785], [4.103, 0.379, 3.580], [-4.827, -2.778, 4.467], [-2.645, -2.791, 4.832], [-6.768, 0.311, 2.973], [1.353, -3.276, -2.569], [-0.882, 2.717, -0.196], [2.077, -1.755, 2.153], [0.187, 2.837, -0.021], [-0.991, -2.324, 1.838], [-2.835, -2.211, 0.614], [4.364, -2.410, 3.735], [8.388, -1.910, -4.407], [2.610, -2.651, -2.966], [-4.482, 5.866, -0.065], [2.119, 0.224, 2.165], [-3.265, -3.669, 3.472], [4.669, -0.215, -1.920], [9.549, -2.027, -2.185], [-3.423, -2.771, 4.069], [-1.490, -0.556, 0.677], [1.279, -1.609, 1.641], [-1.722, 0.311, -3.585], [-1.379, 4.100, -1.477], [-4.869, 7.220, -0.345], [-2.131, 0.119, -2.593], [4.128, -0.358, -3.559], [6.962, -3.080, -4.484], [-5.535, -2.851, 3.641], [-4.430, 2.115, 1.038], [2.830, -0.601, 2.214], [6.302, -0.607, -4.269], [7.546, -2.374, -3.894], [-2.938, 4.010, 1.007], [-1.684, -0.737, -2.089], [7.987, -3.186, -2.902], [-2.518, 6.326, 0.493], [-5.004, -1.473, 4.951], [7.198, -0.686, -2.734], [-5.833, 0.186, 2.796], [-4.391, 1.030, 0.932], [2.975, -0.865, 4.371], [8.800, -2.749, -1.859], [0.567, -2.540, -2.403], [6.633, -1.264, -3.465], [-4.084, 0.837, -0.096], [-3.086, 5.716, -0.209], [-5.200, 7.301, -1.381], [3.336, -0.576, 1.250], [-0.488, 2.429, -2.311], [-1.523, -1.897, 0.654], [0.878, -3.748, -3.430], [1.461, -4.040, -1.799], [9.290, -3.597, -1.380], [-2.186, -1.835, 2.818], [8.194, -2.326, -1.057], [-6.606, 0.726, 1.015], [4.702, -1.554, 3.463], [-3.331, 3.726, -0.753], [3.635, -0.605, 3.543], [-4.946, -3.568, 5.208], [-2.734, 6.085, -1.172]]}